Record 1
184
Properties=species:S:1:pos:R:3:forces:R:3 method="wB97M-V/def2-TZVPD" charge=-1 multiplicity=1 homo_energy_ev=-5.609
C -3.645 0.485 0.534 1.1 0.5 -1.5
O -3.238 0.523 -0.854 -0.3 0.7 -0.6
C -3.126 -0.682 -1.538 0.9 -1.2 0.1
C -2.273 -0.536 -2.824 -0.6 1.1 0.3
N -1.078 0.385 -2.572 -0.7 -3.2 2.2
H -0.793 0.818 -3.439 0.0 0.6 -0.7
H -1.346 1.063 -1.873 -0.2 0.4 0.4
C 0.092 -0.426 -2.030 0.3 1.5 0.0
C 0.985 0.583 -1.263 -0.6 -0.3 0.6
O 0.270 1.348 -0.275 0.0 -0.5 -0.9
C 0.300 0.788 1.035 -0.8 0.9 0.8
H -4.661 0.110 0.658 0.1 -0.3 0.1
H -3.593 1.542 0.795 -0.1 -0.3 0.5
H -2.829 -0.066 1.003 -0.5 -0.2 0.8
H -4.081 -1.174 -1.723 -0.4 0.4 -0.6
H -2.643 -1.453 -0.937 0.5 0.0 0.6
H -2.888 -0.083 -3.602 0.2 0.1 -0.2
H -1.879 -1.492 -3.169 -0.1 0.1 0.1
H 0.600 -0.789 -2.923 0.2 -0.2 0.3
H -0.232 -1.267 -1.417 -0.3 0.2 -0.1
H 1.378 1.301 -1.983 0.3 0.0 0.0
H 1.762 0.058 -0.709 0.3 -0.2 -0.5
H 0.149 -0.290 1.087 0.3 0.0 -0.2
H -0.507 1.266 1.590 -0.4 -0.2 -0.1
H 1.148 1.141 1.623 0.6 -0.5 -0.4
C 4.550 1.712 -0.867 -0.2 0.2 0.1
C 5.768 0.785 -0.768 -1.0 0.3 0.6
C 6.660 0.996 0.413 1.7 2.5 1.3
C 7.749 2.153 0.290 -0.9 -1.1 0.8
N 8.718 2.123 1.477 1.8 0.0 1.7
C 9.390 3.490 1.716 -1.4 -0.1 -0.9
C 10.780 3.213 2.176 0.9 0.7 0.6
C 10.942 1.740 2.299 0.1 -2.1 0.1
C 9.947 1.171 1.310 -1.3 0.7 -0.4
C 8.073 1.772 2.875 -0.2 -0.6 -1.7
H 3.659 1.148 -1.144 0.2 0.1 -0.4
H 4.743 2.490 -1.606 -0.3 0.0 0.0
H 4.245 2.194 0.062 0.3 0.0 0.3
H 6.300 0.914 -1.711 0.2 -0.9 0.0
H 5.409 -0.212 -0.512 -0.1 -0.3 -1.2
H 7.157 0.069 0.697 0.3 0.0 -0.1
H 6.141 1.358 1.301 -0.8 -0.7 -0.1
H 7.373 3.172 0.377 -0.7 -0.3 -0.4
H 8.221 2.024 -0.684 0.8 0.2 0.4
H 8.796 4.066 2.426 -0.1 -0.1 -0.1
H 9.347 3.989 0.748 0.2 0.1 0.1
H 11.003 3.622 3.162 0.1 0.6 -0.3
H 11.473 3.579 1.419 0.1 0.2 0.3
H 10.711 1.318 3.277 0.1 0.4 0.2
H 11.969 1.437 2.093 -0.1 -0.1 -0.2
H 9.507 0.184 1.453 0.6 -0.1 0.1
H 10.327 1.290 0.296 -0.3 0.0 -0.1
H 8.724 1.818 3.748 0.5 0.8 -0.6
H 7.845 0.708 2.814 -0.7 0.2 0.0
H 7.222 2.445 2.982 -0.1 -0.4 0.1
C -5.503 2.477 -2.659 0.4 0.9 0.2
C -4.753 3.858 -2.491 -0.6 -0.4 -1.2
C -3.418 3.727 -1.807 0.6 -0.1 0.8
C -2.530 4.994 -1.815 1.3 -0.9 0.0
N -1.153 4.799 -1.068 0.1 -0.2 0.7
C -0.499 6.177 -0.736 -0.5 0.4 0.3
C 1.000 6.005 -0.536 0.5 -0.5 -0.5
C 1.287 4.602 -1.170 -0.8 0.2 1.6
C -0.015 4.162 -1.861 0.0 0.7 -0.8
C -1.367 3.983 0.222 1.4 1.4 -0.3
H -6.392 2.614 -3.274 0.0 0.0 0.1
H -5.789 2.054 -1.696 -0.1 0.3 0.2
H -4.908 1.687 -3.115 0.3 0.4 -0.3
H -5.404 4.609 -2.042 -0.1 -0.2 0.7
H -4.591 4.337 -3.456 0.1 -0.5 -0.5
H -2.889 2.877 -2.236 0.2 0.1 -0.4
H -3.623 3.379 -0.794 0.2 0.3 0.3
H -3.022 5.850 -1.353 0.1 -0.1 0.1
H -2.185 5.242 -2.818 -0.4 0.1 -0.2
H -0.980 6.618 0.137 -0.2 -0.3 0.0
H -0.638 6.872 -1.564 -0.5 -0.4 -0.3
H 1.296 6.056 0.512 -0.3 -0.4 0.0
H 1.611 6.786 -0.989 -0.5 0.2 -0.5
H 1.387 4.038 -0.243 0.4 -0.9 -0.5
H 2.192 4.501 -1.769 -0.3 0.1 -0.1
H -0.100 3.080 -1.967 -0.3 0.2 0.3
H -0.113 4.593 -2.858 0.2 -0.1 0.0
H -1.487 2.911 0.061 -0.6 0.4 -0.3
H -2.099 4.538 0.808 -0.1 -0.6 0.1
H -0.396 4.075 0.708 -0.3 -0.1 0.3
C -5.156 -3.801 0.783 -2.2 -0.4 1.2
C -3.858 -3.945 1.517 1.2 0.1 -0.7
C -3.591 -5.254 2.260 1.0 0.1 -0.1
C -2.041 -5.331 2.658 -1.0 -0.7 0.1
N -1.774 -5.967 4.020 0.6 0.8 0.5
C -2.478 -5.123 5.112 0.3 -1.2 1.6
C -1.399 -4.606 6.053 1.4 -0.1 -0.2
C -0.178 -5.571 5.942 -1.3 0.1 -1.4
C -0.244 -5.946 4.404 -0.6 0.4 1.4
C -2.211 -7.376 3.946 -0.7 -0.3 0.1
H -5.398 -4.652 0.147 0.4 0.0 -0.3
H -5.395 -2.882 0.247 0.9 0.1 -0.2
H -5.968 -3.815 1.511 -0.3 -0.1 0.3
H -3.618 -3.164 2.240 -0.3 0.5 -0.3
H -3.159 -3.880 0.684 0.9 0.1 0.3
H -3.802 -6.080 1.581 0.0 -0.2 0.1
H -4.248 -5.354 3.124 0.0 0.0 0.1
H -1.503 -4.385 2.714 -0.3 0.1 -0.5
H -1.631 -6.054 1.952 0.6 0.6 -0.1
H -3.025 -5.809 5.759 -0.4 -0.4 -0.5
H -3.193 -4.364 4.794 0.5 -0.1 -0.7
H -1.719 -4.602 7.095 -0.3 0.5 -0.2
H -1.031 -3.636 5.718 -0.2 0.2 0.3
H -0.262 -6.474 6.546 -0.3 -0.1 0.0
H 0.725 -5.073 6.294 0.1 0.1 -0.6
H 0.102 -6.974 4.296 0.3 0.4 -0.7
H 0.198 -5.152 3.802 0.2 -0.5 -0.1
H -1.934 -7.979 4.811 -0.3 0.5 0.4
H -1.739 -7.906 3.119 0.0 0.5 -0.3
H -3.287 -7.322 3.778 0.0 -0.5 0.2
N -0.618 1.385 -4.866 5.4 -1.5 -0.5
S -1.186 2.569 -5.553 -7.9 4.7 -4.7
O -1.120 2.645 -7.022 0.5 0.3 3.5
O -1.110 3.737 -4.699 0.6 0.5 -1.0
F -2.709 2.163 -5.312 -0.1 -0.1 0.0
S 0.982 1.891 -5.170 4.4 -5.6 1.2
O 1.663 2.676 -4.191 -1.2 1.6 0.3
O 1.488 1.840 -6.497 -1.1 1.2 -0.2
F 1.537 0.460 -4.666 -0.3 -0.4 0.3
C 0.272 5.444 5.090 0.5 0.6 -1.5
F 1.437 6.114 4.793 -0.6 -0.5 0.4
F 0.510 4.469 5.915 0.3 -0.4 0.3
F -0.553 6.300 5.658 -0.3 0.3 -0.1
S -0.356 4.788 3.418 -2.9 0.7 0.6
O -0.193 5.815 2.414 0.3 0.1 0.7
O 0.346 3.545 3.243 0.0 0.5 -0.2
N -2.097 4.698 3.732 3.9 -0.6 -0.5
S -2.275 3.127 3.994 -1.0 -1.5 1.0
O -2.398 2.387 2.726 -0.2 0.5 1.4
O -1.478 2.543 5.065 -0.9 0.7 -1.1
C -4.042 3.175 4.783 3.3 -0.2 1.8
F -4.883 3.476 3.895 -2.6 1.1 -2.2
F -4.310 1.958 5.252 0.0 -0.2 0.2
F -4.131 4.055 5.834 0.2 -0.7 -1.0
C 1.229 -4.432 -0.929 1.5 -0.6 -3.0
F 2.286 -5.185 -0.604 0.1 -0.4 -0.1
F 0.140 -5.134 -0.745 -0.6 0.1 0.9
F 1.334 -3.357 -0.207 -0.9 1.2 1.0
S 1.334 -3.934 -2.839 1.7 -0.3 -0.1
O 2.228 -2.755 -2.855 -2.0 -1.4 0.3
O 1.870 -5.129 -3.568 -1.7 2.9 1.9
N -0.309 -3.487 -3.044 3.2 0.0 0.6
S -0.913 -4.648 -3.905 -1.2 -3.8 -1.5
O -0.578 -4.547 -5.316 -0.5 -0.3 1.4
O -0.787 -5.982 -3.229 -0.9 2.7 -1.4
C -2.807 -4.203 -3.847 1.6 1.3 0.2
F -3.609 -5.217 -3.875 -0.4 -1.2 -1.4
F -3.077 -3.693 -2.615 0.2 1.3 -0.2
F -3.044 -3.301 -4.862 -0.1 -1.4 2.0
C 2.720 -2.928 4.015 1.2 0.0 0.0
F 3.222 -3.199 2.757 -0.8 1.1 1.6
F 2.481 -4.112 4.541 0.0 -1.0 0.7
F 3.693 -2.321 4.774 -1.1 -0.6 -1.3
S 1.104 -1.992 4.026 1.3 2.1 -0.8
O 1.503 -0.862 3.150 -0.9 -1.7 2.2
O 0.149 -2.908 3.440 0.1 -0.2 0.6
N 0.875 -1.741 5.724 0.6 -0.5 -3.3
S 0.107 -0.331 5.749 -0.4 3.9 0.2
O 0.982 0.859 5.660 -1.3 -2.5 0.8
O -1.053 -0.316 4.885 0.2 -0.6 0.1
C -0.726 -0.358 7.514 1.1 -0.5 -2.2
F 0.231 -0.345 8.420 0.2 0.5 0.9
F -1.616 0.592 7.671 0.4 0.8 0.1
F -1.381 -1.493 7.622 -0.5 -1.4 0.2
C -4.606 -0.795 -6.226 0.6 1.4 -2.4
F -3.269 -0.881 -6.069 -0.7 -0.7 0.2
F -5.301 -1.848 -5.941 0.2 -1.7 0.5
F -5.019 0.158 -5.419 -0.3 1.1 0.7
S -4.951 -0.318 -8.065 1.0 0.5 -0.8
O -6.361 -0.603 -8.343 1.9 0.1 0.6
O -4.562 1.094 -8.141 0.0 -2.1 0.1
N -3.755 -1.402 -8.869 -2.1 3.0 2.6
S -4.651 -2.430 -9.615 -0.4 -1.2 -2.3
O -5.518 -3.247 -8.772 0.8 0.3 -1.2
O -5.152 -1.856 -10.883 0.3 -1.6 1.6
C -3.210 -3.629 -10.209 -1.8 -1.9 1.1
F -2.625 -4.349 -9.130 -0.8 1.6 -2.2
F -3.778 -4.572 -11.039 -0.1 0.3 1.1
F -2.332 -3.069 -10.979 1.3 0.9 0.3

---

Record 2
134
Properties=species:S:1:pos:R:3:forces:R:3 method="wB97M-V/def2-TZVPD" charge=0 multiplicity=1 homo_energy_ev=-8.197 de_lowest_kj_mol=0.00
C -0.617 -0.699 -4.295 -0.2 0.0 0.1
H -0.305 0.028 -5.043 0.1 0.0 -0.1
H -0.877 -1.624 -4.804 0.0 -0.1 -0.1
C -1.818 -0.181 -3.510 0.4 0.2 0.1
H -2.046 -0.873 -2.698 -0.1 -0.1 0.0
H -2.684 -0.117 -4.169 -0.1 0.0 0.1
C -1.566 1.207 -2.912 -0.9 0.0 -0.3
H -1.630 1.972 -3.694 0.0 -0.1 0.2
C -2.555 1.550 -1.760 0.2 0.5 -0.6
O -2.428 0.586 -0.745 0.2 -0.1 0.1
H -1.489 0.375 -0.594 0.0 0.0 0.1
C -4.001 1.523 -2.257 0.4 -0.1 0.2
H -4.661 1.599 -1.399 -0.1 0.0 0.1
H -4.218 0.591 -2.768 0.0 -0.1 -0.1
H -4.172 2.363 -2.923 -0.1 0.0 -0.1
C -2.222 2.978 -1.219 0.0 -0.5 0.3
O -2.384 3.932 -2.241 -0.1 0.2 -0.2
H -1.560 3.980 -2.752 -0.1 -0.1 0.1
H -1.179 2.977 -0.870 -0.1 0.0 0.0
C -3.099 3.411 -0.027 0.0 0.1 -0.4
C -3.020 2.495 1.171 -0.5 0.3 -0.6
N -4.010 1.878 1.663 -0.4 -0.5 1.0
O -5.237 1.976 0.972 0.8 0.4 -0.6
C -6.297 1.465 1.724 -0.4 0.3 0.5
O -6.300 0.092 1.933 0.2 -0.1 0.1
C -6.234 -0.713 0.767 0.3 -0.2 -0.1
H -6.861 -1.589 0.962 0.0 0.1 -0.1
H -6.639 -0.165 -0.091 0.0 0.0 0.0
C -4.807 -1.172 0.441 -0.3 0.4 0.0
O -4.373 -2.273 1.219 0.1 -0.3 0.0
C -4.326 -2.002 2.610 0.0 0.0 0.2
H -5.329 -1.878 3.022 0.1 0.0 0.0
H -3.750 -1.093 2.802 0.0 0.1 0.0
H -3.837 -2.857 3.073 0.0 0.0 0.1
H -4.774 -1.521 -0.594 0.0 0.1 0.0
H -4.112 -0.334 0.558 -0.1 -0.1 -0.1
H -7.183 1.784 1.149 0.2 -0.1 0.1
H -6.316 1.903 2.730 0.1 0.0 -0.2
C -1.730 2.374 1.955 -0.1 -0.2 0.3
H -0.918 2.788 1.361 0.0 0.1 -0.1
C -1.845 3.199 3.244 0.2 0.1 -0.2
H -0.904 3.166 3.787 0.0 0.0 0.1
H -2.639 2.798 3.869 -0.1 -0.1 0.0
H -2.074 4.238 3.024 0.0 0.1 0.0
C -1.436 0.900 2.285 0.4 0.1 -0.2
H -1.829 0.268 1.493 -0.1 -0.1 0.1
H -1.987 0.656 3.196 0.0 -0.1 0.0
C 0.040 0.484 2.490 -0.6 -0.7 -0.1
C 0.019 -0.870 3.218 0.1 0.2 -0.3
H 1.036 -1.210 3.409 0.1 0.0 0.0
H -0.488 -0.766 4.177 -0.1 0.0 0.1
H -0.509 -1.614 2.631 -0.1 -0.1 0.0
O 0.757 1.407 3.292 0.2 0.2 0.2
H 0.465 1.282 4.203 0.1 0.0 -0.1
C 0.819 0.284 1.145 0.1 0.5 0.3
H 1.734 -0.269 1.378 0.0 -0.1 0.0
C 1.229 1.540 0.340 0.2 -0.4 0.0
H 0.308 1.967 -0.057 0.0 0.0 0.0
C 1.980 2.610 1.126 -0.2 0.0 0.0
H 2.245 3.429 0.460 0.1 0.1 -0.1
H 1.376 2.997 1.937 0.0 0.1 0.0
H 2.895 2.201 1.541 0.1 0.0 0.1
C 2.078 1.096 -0.877 -0.5 0.1 -0.2
H 1.732 0.115 -1.213 0.1 0.2 0.0
O 3.456 1.022 -0.522 0.0 0.2 0.2
C 4.107 -0.200 -0.675 0.3 -0.3 -0.7
O 3.885 -1.096 0.381 -0.1 0.0 0.1
C 4.460 -0.725 1.630 0.3 -0.1 0.5
C 4.124 -1.825 2.627 0.0 0.4 -0.3
H 4.613 -1.613 3.573 0.0 0.0 0.1
H 3.050 -1.888 2.777 -0.1 0.0 0.0
H 4.477 -2.780 2.246 0.1 -0.2 0.0
H 4.037 0.235 1.960 0.0 -0.1 0.0
C 5.987 -0.554 1.515 -0.4 0.3 -0.6
O 6.542 -0.176 2.745 0.1 0.1 0.4
H 6.299 0.751 2.879 0.0 0.0 0.0
H 6.439 -1.516 1.252 -0.1 0.1 -0.1
C 6.309 0.493 0.422 0.5 -0.6 -0.1
C 7.826 0.555 0.193 -0.4 0.2 0.2
H 8.199 -0.427 -0.082 0.1 -0.1 -0.1
H 8.316 0.870 1.111 0.1 0.0 0.0
H 8.072 1.254 -0.603 0.1 0.1 -0.1
C 5.605 0.069 -0.875 -0.5 0.2 0.5
H 6.071 -0.855 -1.220 0.0 0.0 0.0
H 5.732 0.830 -1.644 0.1 0.0 -0.1
O 5.828 1.708 0.988 0.0 -0.2 0.1
C 5.826 2.863 0.184 0.0 0.1 0.0
H 5.556 3.678 0.855 0.0 0.1 -0.1
H 5.078 2.793 -0.609 0.0 0.0 0.0
H 6.811 3.068 -0.247 0.0 0.0 0.0
H 3.709 -0.738 -1.552 0.0 0.2 0.1
C 1.951 2.081 -2.058 0.1 -0.2 0.1
C 0.534 2.271 -2.559 0.5 0.5 0.1
O 0.172 3.285 -3.117 0.0 0.1 -0.1
O -0.229 1.207 -2.382 0.0 -0.4 0.2
C 2.764 1.603 -3.269 0.0 0.1 0.1
H 2.414 0.625 -3.596 0.0 -0.1 -0.1
H 2.660 2.308 -4.091 0.0 0.0 -0.1
H 3.814 1.529 -3.002 0.1 0.0 0.0
H 2.329 3.063 -1.757 -0.2 0.0 0.0
O -0.014 -0.504 0.284 0.1 0.0 0.0
C 0.327 -1.824 -0.002 -0.4 -0.4 0.0
O 1.067 -1.830 -1.204 -0.3 0.2 0.2
C 1.426 -3.118 -1.685 0.1 -0.4 -0.3
C 2.446 -3.825 -0.788 -0.2 0.3 -0.2
H 3.188 -3.105 -0.451 0.1 0.0 0.0
H 1.975 -4.270 0.083 0.0 -0.1 0.2
H 2.937 -4.612 -1.354 0.0 -0.1 0.0
C 0.168 -3.951 -1.941 0.2 0.3 0.3
H -0.400 -3.480 -2.744 0.0 0.0 -0.1
H 0.441 -4.956 -2.260 0.0 0.0 0.0
C -0.709 -4.040 -0.687 0.2 0.3 -0.2
N -1.878 -4.860 -0.967 0.0 0.0 0.1
C -2.947 -4.212 -1.699 0.1 -0.1 0.0
H -3.563 -3.555 -1.069 0.0 0.1 0.0
H -2.540 -3.636 -2.527 0.0 0.1 -0.1
H -3.594 -4.988 -2.111 -0.1 0.1 0.0
C -2.405 -5.577 0.175 -0.1 0.0 0.0
H -3.106 -6.329 -0.188 0.0 -0.1 0.1
H -2.930 -4.932 0.892 0.0 0.0 0.0
H -1.592 -6.086 0.690 0.0 0.0 0.1
C -0.990 -2.619 -0.145 0.5 -0.2 -0.1
O -1.579 -2.676 1.132 -0.2 -0.1 0.0
H -2.545 -2.592 1.052 -0.1 0.0 0.0
H -1.621 -2.062 -0.845 0.0 0.0 -0.1
H -0.152 -4.567 0.096 0.0 0.1 0.0
H 1.911 -2.894 -2.644 -0.1 -0.1 0.1
H 0.926 -2.261 0.811 0.0 0.1 0.0
C -2.712 4.840 0.374 -0.2 -0.1 -0.1
H -1.675 4.895 0.696 0.1 0.0 0.1
H -2.840 5.490 -0.487 0.0 0.0 0.0
H -3.356 5.191 1.177 0.0 0.1 0.1
H -4.136 3.434 -0.369 0.1 0.0 0.0
H 0.213 -0.893 -3.621 0.1 0.0 0.0